Computed, not measured: a molecular structure, C49H57AsN4O2P2PtS, with wB97M-V/def2-TZVPD.

```
117
C49H57AsN4O2P2PtS | the Open Molecules 2025 dataset | wB97M-V/def2-TZVPD
Pt 0.08 -0.66 -0.24
O -2.28 0.93 7.59
C -2.70 0.63 6.36
O -3.80 0.91 5.97
C -1.72 0.00 5.40
C -1.32 0.87 4.29
C -0.73 0.40 3.20
C -0.27 -1.01 3.11
C -0.62 -1.95 4.32
C -1.38 -1.28 5.43
N -0.52 -1.57 1.73
C -1.28 -2.57 1.56
C -1.64 -3.07 0.24
C -2.44 -4.19 0.12
C -2.77 -4.66 -1.15
C -2.26 -3.99 -2.24
C -1.48 -2.86 -2.05
N -1.18 -2.38 -0.84
H -1.41 0.55 7.78
H -1.52 1.93 4.38
H -0.39 1.07 2.43
H -1.17 -2.87 4.11
H -1.71 -1.93 6.24
H -1.73 -3.08 2.40
H -2.79 -4.69 1.01
H -3.39 -5.54 -1.27
H -2.46 -4.33 -3.25
H -1.05 -2.34 -2.89
C 3.24 -1.83 -0.95
C 3.66 -0.77 0.06
P 2.19 -0.26 1.03
C 2.13 -1.45 2.37
C 2.64 -2.69 2.27
C 2.30 -3.76 3.21
C 1.45 -3.55 4.22
C 0.91 -2.20 4.56
C 1.23 -1.11 3.51
C 2.48 1.37 1.72
C 1.97 2.52 1.13
C 2.30 3.77 1.63
C 3.15 3.86 2.73
C 3.67 2.71 3.32
C 3.33 1.46 2.82
P 1.80 -1.14 -1.82
C 2.56 0.31 -2.58
C 2.23 1.62 -2.23
C 2.93 2.69 -2.76
C 3.97 2.46 -3.64
C 4.31 1.16 -4.00
C 3.62 0.09 -3.47
C 1.42 -2.39 -3.06
C 1.31 -3.71 -2.60
C 1.16 -4.76 -3.49
C 1.12 -4.50 -4.86
C 1.24 -3.20 -5.33
C 1.39 -2.15 -4.43
H 2.98 -2.79 -0.50
H 4.00 -2.03 -1.71
H 4.07 0.11 -0.44
H 4.40 -1.13 0.78
H 3.31 -2.97 1.47
H 2.74 -4.73 3.06
H 1.20 -4.37 4.90
H 1.23 -1.95 5.57
H 1.52 -0.17 3.98
H 1.35 2.44 0.23
H 1.93 4.67 1.16
H 3.42 4.83 3.13
H 4.34 2.79 4.17
H 3.75 0.57 3.28
H 1.41 1.79 -1.55
H 2.67 3.70 -2.48
H 4.53 3.29 -4.06
H 5.13 0.98 -4.69
H 3.90 -0.92 -3.76
H 1.34 -3.94 -1.54
H 1.09 -5.78 -3.13
H 1.02 -5.32 -5.56
H 1.23 -3.00 -6.39
H 1.54 -1.15 -4.83
S -2.05 0.56 0.47
C -2.20 2.23 1.02
N -1.21 3.09 1.12
C -1.37 4.45 1.68
C -2.54 4.45 2.65
C -3.77 3.87 1.98
N -3.42 2.56 1.39
H -0.28 2.78 0.85
H -1.52 5.15 0.86
H -0.44 4.70 2.19
H -2.75 5.48 2.97
H -2.30 3.88 3.54
H -4.15 4.51 1.19
H -4.57 3.70 2.69
H -4.14 1.85 1.32
C -4.14 -0.38 -1.72
C -3.02 -0.07 -2.69
As -1.30 0.74 -2.18
C -0.36 0.70 -3.91
C -1.25 0.43 -5.12
C -1.68 2.66 -2.00
C -2.12 3.32 -3.31
H -4.97 -0.79 -2.30
H -4.51 0.51 -1.21
H -3.86 -1.12 -0.97
H -3.34 0.71 -3.39
H -2.79 -0.92 -3.32
H 0.44 -0.02 -3.87
H 0.12 1.68 -3.97
H -1.65 -0.59 -5.12
H -0.64 0.54 -6.01
H -2.08 1.13 -5.21
H -0.78 3.14 -1.61
H -2.47 2.74 -1.26
H -1.36 3.31 -4.09
H -2.34 4.36 -3.09
H -3.04 2.88 -3.71
```

Computed properties:
HOMO level (alpha / beta)   -17.63 / -17.63 eV
ΔE to the lowest compared entry with this formula, charge and spin   2.099 eV
HOMO-LUMO gap (alpha / beta)   5.14 / 5.14 eV
Charge   +4
LUMO energy (alpha / beta)   -12.494 / -12.495 eV

Computed, not measured: a molecular structure, C49H57BrKN5O8S2Se, with wB97M-V/def2-TZVPD.

```
124
C49H57BrKN5O8S2Se | the Open Molecules 2025 dataset | wB97M-V/def2-TZVPD
K 0.90 0.70 0.90
C -1.72 -0.23 7.09
C -0.96 -0.91 5.98
C 0.27 -1.53 6.21
C 0.95 -2.13 5.18
C 0.37 -2.05 3.92
Br 1.24 -2.87 2.45
N -0.80 -1.53 3.67
C -1.45 -0.96 4.69
H -1.93 -0.93 7.90
H -2.67 0.17 6.72
H -1.13 0.59 7.50
H 0.69 -1.52 7.21
H 1.91 -2.60 5.32
H -2.42 -0.53 4.44
C -1.02 -1.23 -5.72
C -2.16 -1.24 -4.71
C -3.51 -1.40 -5.42
C -1.99 -2.32 -3.65
C -1.94 -3.64 -4.09
C -1.89 -4.69 -3.21
C -1.97 -4.43 -1.85
C -2.04 -3.14 -1.36
C -2.30 -2.90 0.12
C -3.76 -2.44 0.31
C -2.07 -4.14 0.99
C -1.97 -2.05 -2.27
N -2.16 -0.75 -1.77
C -1.54 0.34 -2.02
C -0.32 0.63 -2.79
C -0.49 1.59 -3.79
C 0.46 1.81 -4.78
C 1.63 1.04 -4.76
C 1.89 0.18 -3.72
C 0.98 0.02 -2.62
N 1.30 -0.60 -1.48
C 2.63 -0.95 -1.21
C 2.98 -2.32 -1.15
C 4.28 -2.68 -0.83
C 5.25 -1.71 -0.57
C 4.91 -0.37 -0.63
C 3.62 0.04 -0.95
C 3.32 1.53 -0.98
C 3.82 2.22 0.30
C 3.97 2.24 -2.18
C 1.95 -3.36 -1.51
C 2.13 -4.69 -0.78
C 1.97 -3.58 -3.02
H -1.12 -0.38 -6.40
H -1.03 -2.15 -6.32
H -0.06 -1.15 -5.22
H -2.18 -0.27 -4.22
H -3.57 -2.36 -5.94
H -3.65 -0.60 -6.15
H -4.34 -1.35 -4.70
H -1.93 -3.84 -5.16
H -1.83 -5.71 -3.57
H -1.98 -5.27 -1.16
H -1.62 -2.12 0.46
H -4.43 -3.26 0.04
H -3.98 -1.59 -0.32
H -3.93 -2.16 1.35
H -2.85 -4.89 0.82
H -2.10 -3.84 2.04
H -1.09 -4.59 0.79
H -2.09 1.23 -1.71
H -1.44 2.11 -3.84
H 0.27 2.52 -5.58
H 2.34 1.13 -5.57
H 2.81 -0.40 -3.70
H 4.56 -3.73 -0.80
H 6.27 -2.01 -0.34
H 5.67 0.37 -0.43
H 2.23 1.67 -1.04
H 4.91 2.27 0.30
H 3.51 1.69 1.19
H 3.43 3.24 0.37
H 5.05 2.09 -2.14
H 3.77 3.31 -2.13
H 3.60 1.85 -3.12
H 0.97 -2.95 -1.24
H 3.00 -5.23 -1.15
H 1.25 -5.32 -0.95
H 2.24 -4.54 0.30
H 2.95 -3.94 -3.34
H 1.74 -2.66 -3.55
H 1.22 -4.33 -3.31
O 1.24 2.87 1.88
S 0.19 2.82 2.88
O -0.62 4.04 2.89
O -0.65 1.61 2.75
C 0.86 2.73 4.54
C 0.30 3.60 5.47
C 0.63 3.50 6.81
C 1.53 2.53 7.23
C 2.12 1.69 6.31
C 1.78 1.76 4.96
S 2.72 0.74 3.82
O 3.72 1.66 3.33
O 3.27 -0.33 4.65
O 1.77 0.25 2.82
H -0.39 4.35 5.10
H 0.18 4.18 7.53
H 1.78 2.45 8.29
H 2.85 0.95 6.60
O 1.40 4.85 -0.20
H 1.30 4.33 0.62
H 1.37 4.19 -0.90
O -2.89 0.28 1.51
H -2.63 0.03 0.61
H -2.05 0.44 1.98
Se -2.84 3.11 1.79
N -2.07 3.10 0.23
C -2.76 3.95 -0.55
C -2.43 4.26 -1.90
C -3.23 5.12 -2.59
C -4.38 5.71 -2.00
C -4.72 5.45 -0.70
C -3.90 4.57 0.06
N -4.12 4.21 1.34
H -1.55 3.81 -2.34
H -2.98 5.37 -3.62
H -4.99 6.38 -2.59
H -5.59 5.88 -0.24
```

Computed properties:
HOMO level   -2.06 eV
ΔE to the lowest compared entry with this formula, charge and spin   1.006 eV
HOMO-LUMO gap   5.95 eV
Charge   -2
LUMO energy   3.890 eV

Computed, not measured: a molecular structure, C49H57Ge2N3O3SSiTi, with wB97M-V/def2-TZVPD.

```
117
C49H57Ge2N3O3SSiTi | the Open Molecules 2025 dataset | wB97M-V/def2-TZVPD
Ti -11.20 -15.46 -13.34
C -10.40 -21.95 -13.89
C -9.97 -20.49 -14.04
Ge -11.08 -19.04 -13.23
C -11.37 -19.26 -11.23
C -10.49 -20.18 -10.42
C -12.79 -19.22 -14.14
C -13.89 -18.64 -13.67
Ge -13.78 -16.73 -13.90
C -15.08 -15.82 -12.64
C -16.53 -15.61 -13.06
C -14.51 -16.37 -15.72
C -14.32 -14.91 -16.09
C -15.02 -19.25 -12.93
C -16.06 -20.00 -13.59
C -17.21 -20.33 -12.96
C -17.53 -19.79 -11.72
C -16.44 -19.35 -10.96
C -15.20 -19.01 -11.54
H -9.95 -22.49 -14.74
H -11.46 -22.26 -13.80
H -9.96 -22.41 -12.96
H -10.15 -20.25 -15.08
H -8.89 -20.29 -13.77
H -12.42 -19.61 -11.20
H -11.49 -18.29 -10.75
H -10.60 -21.23 -10.73
H -10.65 -20.04 -9.35
H -9.43 -20.05 -10.58
H -12.75 -19.74 -15.11
H -14.63 -14.83 -12.41
H -14.99 -16.37 -11.69
H -16.63 -15.19 -14.05
H -17.15 -15.01 -12.39
H -17.12 -16.54 -13.03
H -15.60 -16.80 -15.73
H -13.97 -16.88 -16.52
H -14.45 -14.81 -17.19
H -13.30 -14.60 -15.84
H -14.91 -14.21 -15.53
H -15.95 -20.36 -14.60
H -17.94 -20.97 -13.45
H -18.51 -19.85 -11.32
H -16.52 -19.30 -9.83
H -14.44 -18.58 -10.88
C -2.16 -16.39 -17.50
O -2.50 -14.99 -17.69
C -3.56 -14.77 -18.43
C -4.46 -15.72 -19.04
C -5.69 -15.30 -19.45
C -6.20 -14.08 -19.03
C -5.31 -13.07 -18.65
C -4.04 -13.42 -18.36
N -7.56 -13.93 -18.84
N -7.78 -12.92 -18.01
C -8.90 -12.86 -17.31
C -8.90 -11.83 -16.31
C -9.45 -12.06 -15.12
C -10.15 -13.28 -14.93
O -10.34 -13.71 -13.71
C -10.49 -14.17 -15.94
N -11.13 -15.38 -15.57
C -11.37 -16.20 -16.60
C -11.10 -15.89 -17.92
C -10.39 -14.72 -18.28
C -10.00 -13.84 -17.24
H -1.36 -16.37 -16.76
H -1.73 -16.75 -18.45
H -3.07 -16.97 -17.19
H -4.13 -16.74 -19.23
H -6.22 -16.04 -20.05
H -5.76 -12.10 -18.27
H -3.32 -12.70 -17.99
H -8.34 -10.97 -16.55
H -9.37 -11.40 -14.30
H -11.69 -17.19 -16.45
H -11.47 -16.57 -18.69
H -10.01 -14.57 -19.29
C -12.16 -11.31 -9.15
C -12.11 -12.15 -10.49
C -13.50 -12.02 -11.11
C -11.04 -11.52 -11.42
Si -11.74 -14.06 -10.26
O -11.86 -14.79 -11.68
C -10.06 -14.54 -9.56
C -9.93 -15.32 -8.39
C -8.72 -15.72 -7.92
C -7.56 -15.39 -8.62
C -7.65 -14.73 -9.81
C -8.91 -14.29 -10.26
C -12.92 -14.74 -9.00
C -13.59 -14.02 -7.96
C -14.68 -14.54 -7.32
C -15.25 -15.74 -7.76
C -14.55 -16.55 -8.68
C -13.43 -16.03 -9.33
H -11.75 -10.29 -9.40
H -11.58 -11.67 -8.31
H -13.20 -11.12 -8.95
H -13.71 -10.96 -11.23
H -14.24 -12.29 -10.36
H -13.65 -12.48 -12.10
H -11.12 -10.41 -11.32
H -11.14 -11.89 -12.45
H -10.00 -11.71 -11.01
H -10.83 -15.65 -7.89
H -8.67 -16.19 -6.92
H -6.58 -15.60 -8.16
H -6.76 -14.68 -10.46
H -8.90 -13.64 -11.13
H -13.19 -13.06 -7.64
H -15.25 -13.95 -6.61
H -16.19 -16.07 -7.34
H -14.90 -17.54 -8.89
H -13.03 -16.55 -10.21
S -9.20 -16.29 -12.68
C -10.43 -17.26 -13.39
```

Computed properties:
HOMO level (alpha / beta)   -2.68 / -3.35 eV
Expectation value of S²   4.113
HOMO-LUMO gap (alpha / beta)   3.76 / 3.45 eV
Charge   -1
2S+1   4
LUMO energy (alpha / beta)   1.079 / 0.107 eV

Computed, not measured: a molecular structure, C49H58MoN6O5PS2, with wB97M-V/def2-TZVPD.

```
122
C49H58MoN6O5PS2 | the Open Molecules 2025 dataset | wB97M-V/def2-TZVPD
Mo -0.41 -0.28 0.25
C 3.64 2.25 -0.89
O 3.06 3.13 0.07
C 2.76 2.61 1.30
C 3.18 3.29 2.42
C 2.91 2.83 3.71
C 2.24 1.64 3.86
C 1.76 0.95 2.73
C 1.20 -0.37 2.91
N 0.53 -1.02 2.02
N 0.40 -2.38 2.31
C 0.16 -3.04 1.20
O -0.05 -2.52 0.05
C 0.18 -4.53 1.29
C 0.06 -5.27 0.12
C 0.06 -6.66 0.16
C 0.18 -7.31 1.38
C 0.30 -6.58 2.55
C 0.31 -5.19 2.51
C 1.96 1.44 1.43
O 1.49 0.84 0.37
H 4.64 2.62 -1.13
H 3.02 2.26 -1.79
H 3.71 1.23 -0.52
H 3.74 4.21 2.26
H 3.26 3.38 4.57
H 2.07 1.22 4.84
H 1.45 -0.92 3.81
H -0.04 -4.74 -0.82
H -0.04 -7.23 -0.75
H 0.17 -8.40 1.42
H 0.40 -7.08 3.51
H 0.41 -4.60 3.41
N -0.26 2.64 -2.18
C 0.27 3.71 -1.49
C 1.08 4.62 -2.17
C 1.64 5.71 -1.54
C 1.40 5.90 -0.19
C 0.58 5.01 0.48
C -0.05 3.91 -0.13
C -0.96 3.13 0.78
C -1.73 4.02 1.55
C -2.30 3.69 2.77
C -2.08 2.41 3.24
C -1.49 1.48 2.40
C -0.96 1.74 1.12
H -0.42 1.83 -1.61
H 0.22 2.41 -3.04
H 1.26 4.44 -3.23
H 2.26 6.40 -2.10
H 1.86 6.72 0.35
H 0.43 5.15 1.54
H -1.84 5.04 1.19
H -2.85 4.42 3.34
H -2.43 2.10 4.23
H -1.46 0.46 2.77
O -3.19 1.47 -3.05
C -2.74 0.73 -4.08
C -3.43 0.84 -5.29
C -3.02 0.12 -6.39
C -1.92 -0.73 -6.32
C -1.24 -0.84 -5.12
C -1.64 -0.13 -3.99
C -0.88 -0.27 -2.72
O -1.46 0.08 -1.62
N 0.34 -0.71 -2.78
N 0.90 -0.73 -1.50
C 2.06 -1.25 -1.48
S 3.05 -1.41 -0.04
C 4.00 -2.78 -0.74
C 4.31 -2.43 -2.18
S 2.76 -1.91 -2.96
H -2.62 1.29 -2.27
H -4.28 1.51 -5.33
H -3.56 0.21 -7.32
H -1.59 -1.30 -7.18
H -0.38 -1.49 -5.03
H 3.41 -3.70 -0.67
H 4.90 -2.89 -0.14
H 4.68 -3.29 -2.74
H 5.04 -1.62 -2.23
C -5.32 -2.67 2.91
C -3.87 -2.43 2.46
C -3.20 -3.80 2.29
C -3.08 -1.74 3.59
P -3.63 -1.43 0.88
N -2.16 -0.92 0.79
C -4.11 -2.52 -0.59
C -5.37 -3.38 -0.40
C -2.94 -3.45 -0.96
C -4.33 -1.62 -1.82
C -4.89 -0.01 0.91
C -6.34 -0.39 0.59
C -4.90 0.64 2.30
C -4.41 1.07 -0.07
H -5.30 -3.37 3.75
H -5.93 -3.11 2.12
H -5.81 -1.76 3.25
H -3.08 -4.26 3.27
H -2.22 -3.71 1.84
H -3.80 -4.49 1.68
H -3.16 -2.36 4.49
H -3.45 -0.74 3.82
H -2.03 -1.67 3.31
H -5.24 -4.16 0.34
H -5.58 -3.87 -1.36
H -6.25 -2.79 -0.14
H -2.84 -4.29 -0.28
H -1.99 -2.92 -0.97
H -3.13 -3.85 -1.96
H -5.25 -1.04 -1.76
H -4.38 -2.25 -2.71
H -3.49 -0.93 -1.94
H -6.74 -1.15 1.26
H -6.47 -0.73 -0.44
H -6.96 0.51 0.71
H -5.35 0.01 3.07
H -5.49 1.55 2.24
H -3.90 0.92 2.61
H -4.65 0.83 -1.11
H -3.33 1.22 0.02
H -4.90 2.01 0.18
```

Computed properties:
HOMO level (alpha / beta)   -4.03 / -4.85 eV
ΔE to the lowest compared entry with this formula, charge and spin   0.000 eV
Expectation value of S²   2.021
HOMO-LUMO gap (alpha / beta)   6.19 / 7.00 eV
Charge   -1
2S+1   3
LUMO energy (alpha / beta)   2.158 / 2.152 eV

Q: Look up the charge of the first one.
A: +4

Q: charge of number 1 (C49H57AsN4O2P2PtS)?
A: +4

Q: Among the records above, which one has the lowest charge?
A: C49H57BrKN5O8S2Se